Entry 1:
125
Properties=species:S:1:pos:R:3:forces:R:3 method="wB97M-V/def2-TZVPD" homo_lumo_gap_ev=7.232 e_lumo_ha=-0.1212 energy_ha=-4320.576188 total_charge=+1
O -4.438720 -1.162205 -4.328300 0.0 2.1 0.8
S -4.450808 0.246647 -4.671741 0.7 -3.9 -2.3
O -4.086739 0.479268 -6.056917 -0.6 1.2 2.2
N -3.485174 1.115467 -3.561891 -0.8 -0.4 -0.7
C -2.324766 0.600652 -3.068341 0.8 -0.1 0.7
N -1.698678 -0.587910 -3.326775 1.3 2.5 2.3
C -0.574607 -0.499024 -2.474880 -2.1 1.5 -0.8
N -0.594056 0.679481 -1.806923 1.6 -0.2 1.4
C 0.276982 1.259830 -0.800909 3.3 1.6 1.6
C 1.528294 1.985423 -1.162901 -1.7 -0.8 3.3
C 2.229647 2.475593 0.020959 -0.1 -0.2 -0.5
C 1.794820 2.297979 1.402782 -0.8 -0.3 -1.8
N 0.620018 1.660326 1.687586 1.0 0.4 -1.9
C -0.053066 1.192704 0.615321 -1.2 -0.8 -1.2
N -1.676826 1.409832 -2.145192 -1.4 -2.6 -2.5
C -6.210963 0.832759 -4.333272 -0.8 1.5 1.6
F -6.199631 1.612625 -3.168111 0.5 -0.7 -1.5
F -7.011527 -0.218529 -4.069430 1.2 1.2 -0.9
C -6.771952 1.791896 -5.474850 -0.8 0.1 0.2
F -7.151225 1.017509 -6.514918 0.3 1.3 1.1
F -5.869825 2.733876 -5.858102 -0.9 -1.4 0.5
F -7.826903 2.464647 -4.912340 1.1 -1.1 -1.2
H -3.767985 2.043556 -3.248960 -0.1 -0.4 -0.3
H 0.240484 -1.233518 -2.316188 -0.9 0.6 -0.3
H 1.875944 2.132979 -2.206711 -0.2 -0.1 1.0
H 3.193466 3.013690 -0.142583 -1.1 -0.5 0.2
H 2.425595 2.689701 2.249873 -1.4 -0.7 -1.4
H -1.019797 0.666209 0.850442 1.0 0.5 -0.1
H -1.972674 2.326256 -1.814457 0.7 -0.4 0.3
F -5.585550 -0.071361 3.688553 -0.1 0.1 0.1
C -5.852877 0.107465 2.383585 -0.2 0.1 -0.7
C -7.157046 0.339863 1.984307 -0.2 0.0 0.2
C -7.431718 0.529170 0.636329 0.3 0.0 0.0
C -6.401799 0.473438 -0.296311 0.0 0.0 0.0
C -5.097089 0.234115 0.118501 -0.3 0.1 0.2
C -4.818306 0.055306 1.467468 0.4 0.0 0.1
H -7.946805 0.371572 2.724633 0.0 0.0 0.0
H -8.447684 0.719330 0.312547 0.0 0.0 0.1
H -6.617988 0.615666 -1.343615 -0.1 -0.1 0.2
H -4.294495 0.185970 -0.610419 0.0 -0.1 0.0
H -3.806667 -0.123741 1.809931 -0.2 0.0 0.0
F -1.975763 -0.811654 2.408351 0.0 0.2 -0.3
C -1.764836 -0.978334 3.732988 0.2 -0.1 1.3
C -2.844848 -1.179898 4.571592 -0.3 -0.1 -0.3
C -2.626989 -1.356916 5.931068 0.3 0.0 0.0
C -1.332991 -1.319880 6.436972 0.0 0.0 0.1
C -0.256390 -1.111743 5.583816 -0.2 0.0 0.0
C -0.472099 -0.945268 4.221955 0.2 0.0 -0.3
H -3.847495 -1.197618 4.160966 0.2 -0.1 0.1
H -3.465887 -1.523188 6.596055 0.0 0.0 -0.1
H -1.164545 -1.453861 7.499015 0.0 0.0 -0.1
H 0.751636 -1.078938 5.978990 0.0 0.0 -0.1
H 0.356010 -0.790534 3.540717 0.0 0.1 0.0
F 4.550935 2.352108 -1.642442 0.0 0.1 -0.3
C 5.536987 1.580390 -1.133679 0.6 -0.5 0.3
C 5.236557 0.306039 -0.688737 -0.3 0.0 0.0
C 6.250613 -0.488892 -0.169704 0.2 0.2 0.0
C 7.547883 0.004756 -0.092926 0.0 0.0 0.0
C 7.834264 1.289925 -0.539444 -0.2 -0.2 0.0
C 6.823304 2.081395 -1.068529 0.0 0.3 -0.1
H 4.217671 -0.057615 -0.749349 0.0 0.0 0.0
H 6.029516 -1.491884 0.175091 0.0 0.1 0.0
H 8.337478 -0.615041 0.316255 -0.1 0.0 0.0
H 8.843351 1.674954 -0.475336 -0.1 0.0 0.0
H 7.028992 3.081711 -1.429301 0.0 0.0 0.0
F -8.139589 -3.833175 10.194033 0.0 0.0 0.0
C -7.820404 -3.191341 9.059368 0.1 0.2 -0.4
C -6.795992 -2.261930 9.071722 0.2 0.0 0.2
C -6.462889 -1.601702 7.896140 -0.2 -0.2 -0.1
C -7.164279 -1.870755 6.725857 0.1 0.1 -0.1
C -8.194634 -2.803495 6.728895 0.2 0.1 0.1
C -8.522021 -3.472516 7.900937 -0.2 -0.2 0.0
H -6.266715 -2.060008 9.994715 0.0 0.0 0.0
H -5.657271 -0.876782 7.891616 -0.1 0.0 0.1
H -6.905902 -1.351265 5.809672 0.0 0.0 0.1
H -8.743450 -3.009737 5.817797 0.0 0.0 0.1
H -9.315910 -4.208669 7.920249 0.0 0.0 0.0
F 10.889178 2.703445 -0.731310 -0.1 0.1 0.1
C 11.471181 1.863317 -1.609254 0.3 -0.4 -0.4
C 12.229271 2.382068 -2.642498 0.0 0.3 0.0
C 12.833063 1.515086 -3.543999 -0.1 -0.2 0.1
C 12.662753 0.141805 -3.407306 0.0 0.0 -0.1
C 11.894232 -0.365724 -2.367131 0.1 0.2 -0.1
C 11.298668 0.499571 -1.458741 -0.2 0.0 0.2
H 12.343915 3.454796 -2.737307 0.0 0.0 0.0
H 13.435651 1.909486 -4.353043 0.0 0.0 0.1
H 13.131094 -0.533154 -4.113984 0.0 0.0 0.1
H 11.758667 -1.435540 -2.263404 0.0 0.1 0.0
H 10.703793 0.120798 -0.636854 0.0 0.0 0.0
F 0.277792 -2.351126 -0.539359 0.1 0.3 -0.1
C -0.128186 -3.480748 0.093955 -0.3 -1.0 0.5
C 0.093881 -4.708077 -0.500353 0.2 0.1 -0.3
C -0.318776 -5.862305 0.153025 -0.1 0.2 0.2
C -0.956616 -5.771512 1.385505 0.0 -0.1 0.0
C -1.176782 -4.528758 1.967523 0.1 -0.2 -0.2
C -0.754365 -3.375711 1.319511 0.1 0.4 0.0
H 0.585089 -4.757720 -1.464815 0.0 0.0 0.0
H -0.144097 -6.831241 -0.298174 0.0 0.1 0.0
H -1.282075 -6.672255 1.892302 0.0 0.1 0.0
H -1.677366 -4.457551 2.925914 0.1 0.0 0.0
H -0.907974 -2.400613 1.759698 0.1 -0.2 -0.1
F -2.473734 -0.389133 -13.090543 0.0 0.0 -0.1
C -2.857096 -0.087226 -11.839949 -0.2 0.1 0.5
C -3.438178 -1.066319 -11.054069 0.0 -0.2 -0.1
C -3.830050 -0.754706 -9.758624 0.1 0.2 -0.1
C -3.646155 0.533427 -9.268549 -0.1 0.1 0.1
C -3.065452 1.508913 -10.070697 -0.1 -0.3 0.0
C -2.662998 1.196421 -11.362736 0.1 0.2 -0.1
H -3.580607 -2.061697 -11.456196 0.0 0.0 0.0
H -4.279327 -1.515384 -9.131259 0.0 0.0 -0.1
H -3.956498 0.775902 -8.259263 0.0 0.0 -0.2
H -2.926109 2.513709 -9.689630 0.0 0.0 -0.1
H -2.201006 1.940937 -11.999097 0.0 -0.1 0.0
F 4.045120 3.036177 2.618390 0.8 0.2 0.1
C 4.837966 3.037720 3.718999 0.6 0.0 0.8
C 5.707580 1.984165 3.924682 -0.1 -0.2 -0.3
C 6.523203 1.987309 5.048558 -0.1 0.2 0.1
C 6.450065 3.038221 5.955703 0.0 0.0 0.0
C 5.566786 4.088438 5.737462 0.1 -0.2 -0.1
C 4.758449 4.091708 4.608317 -0.3 0.2 -0.1
H 5.744084 1.170430 3.210021 0.0 0.0 0.0
H 7.214796 1.171084 5.217475 -0.1 0.0 0.0
H 7.083894 3.037566 6.834533 0.0 0.0 -0.1
H 5.507475 4.904925 6.446636 0.0 0.0 -0.1
H 4.070194 4.905925 4.416772 0.0 0.0 0.0



Entry 2:
115
Properties=species:S:1:pos:R:3:forces:R:3 method="wB97M-V/def2-TZVPD" homo_lumo_gap_ev="5.424 / 5.423" e_lumo_ha="-0.2431 / -0.2431" energy_ha=-4503.165365 total_charge=+2
Pd -0.121156 0.542837 -0.739720 0.5 0.0 0.3
N -1.278554 1.786157 1.278982 -0.1 -0.2 0.0
C -2.491701 2.469924 0.891807 0.0 0.0 0.0
C -3.421624 2.817340 1.867671 0.0 -0.1 0.0
C -4.587839 3.485885 1.546105 0.0 0.0 0.0
C -4.836652 3.832122 0.225524 0.0 0.0 0.0
C -3.909543 3.514613 -0.748041 0.0 -0.1 0.0
C -2.729935 2.824119 -0.440257 0.0 0.1 0.1
C -1.800583 2.602675 -1.584839 0.0 -0.1 -0.2
C -1.317318 3.705468 -2.269025 0.1 0.0 0.0
C -0.619220 3.562233 -3.466487 0.0 0.0 0.0
C -0.376394 2.312794 -4.020517 0.0 0.0 0.0
C -0.814758 1.188031 -3.353760 -0.1 0.0 0.0
C -1.519576 1.307304 -2.128568 -0.4 0.0 -0.3
H -1.532970 0.917969 1.747051 0.0 0.1 0.1
H -0.773959 2.346919 1.959448 0.1 0.0 -0.1
H -3.215301 2.548614 2.896842 0.0 0.0 0.0
H -5.295695 3.739390 2.323249 0.0 0.0 0.0
H -5.745753 4.351169 -0.044436 0.0 0.0 0.0
H -4.100559 3.790985 -1.777344 0.0 0.0 0.0
H -1.510262 4.695670 -1.877244 0.0 0.0 0.0
H -0.280108 4.452746 -3.980146 0.0 0.0 0.0
H 0.143850 2.222227 -4.963827 0.0 0.0 0.0
H -0.667347 0.206651 -3.785616 0.0 0.0 0.0
C 7.842037 0.988776 0.991779 0.0 0.0 0.0
C 6.351767 0.912842 1.155290 0.0 0.0 0.1
C 5.556986 2.048491 1.055577 0.0 0.0 0.0
C 4.178472 1.977676 1.228883 0.0 0.0 0.0
C 3.598384 0.752933 1.499091 0.1 -0.1 -0.1
C 4.367639 -0.403788 1.590877 0.0 0.0 0.0
C 5.734557 -0.316246 1.422867 0.0 0.0 0.0
S 1.833533 0.647972 1.729157 -0.1 0.4 0.2
O 1.440321 -0.414642 0.700287 -0.6 -0.1 0.1
C 1.927433 -0.077515 3.402533 0.3 -0.2 0.0
C 2.924346 0.650365 4.116633 0.0 -0.1 0.1
C 3.561781 0.134060 5.196221 -0.1 0.1 0.0
C 3.338894 -1.219130 5.536415 0.0 0.0 0.0
C 4.149016 -1.883096 6.486982 0.0 0.0 0.0
C 3.938565 -3.199297 6.775090 0.0 0.0 0.0
C 2.905504 -3.900668 6.119140 0.0 0.0 0.0
C 2.079772 -3.266946 5.236713 -0.1 0.0 0.0
C 2.265934 -1.896647 4.918247 0.1 0.0 0.0
C 1.395294 -1.233808 3.957728 0.1 0.0 -0.1
C 0.004834 -1.826586 4.011379 -0.1 0.2 0.1
C -0.496374 -1.884860 5.375531 -0.1 0.0 0.0
C -0.021985 -1.011743 6.389615 0.1 0.0 0.0
C -0.507142 -1.081588 7.663607 0.0 0.0 0.0
C -1.472907 -2.045641 8.016094 0.0 0.0 0.0
C -1.981518 -2.870132 7.056836 0.0 0.0 0.0
C -1.537258 -2.778453 5.715867 0.0 0.0 0.0
C -2.158257 -3.543438 4.698859 0.0 0.0 0.0
C -1.851539 -3.298396 3.402418 0.0 0.1 0.0
C -0.798713 -2.409572 3.060830 -0.3 -0.2 0.1
S -0.884703 -1.882877 1.365499 0.5 -0.2 -0.1
O -2.363899 -1.820292 1.074688 -0.2 0.0 -0.1
C -0.298003 -3.340189 0.520888 0.0 -0.1 0.1
C -1.207638 -4.160000 -0.121972 0.0 0.0 0.1
C -0.750246 -5.299342 -0.769727 0.0 0.0 0.0
C 0.602117 -5.621730 -0.789723 0.0 0.0 0.0
C 1.093192 -6.868686 -1.469035 0.0 0.0 0.0
C 1.498020 -4.774008 -0.132636 0.0 0.0 0.0
C 1.058641 -3.640814 0.529180 0.0 0.0 -0.1
H 8.156251 1.964755 0.627140 0.0 0.0 0.0
H 8.200155 0.231593 0.292848 0.0 0.0 0.0
H 8.340879 0.809570 1.945536 0.0 0.0 0.0
H 6.019751 3.005463 0.849776 0.0 0.0 0.0
H 3.569634 2.870583 1.158658 0.0 0.0 0.0
H 3.895939 -1.351546 1.823931 0.0 0.0 0.0
H 6.342962 -1.208817 1.510260 0.0 0.0 0.0
H 3.187399 1.640514 3.763456 0.0 0.0 0.1
H 4.287246 0.721223 5.743982 0.0 0.0 0.0
H 4.943678 -1.326625 6.967263 0.0 0.0 0.0
H 4.560601 -3.712637 7.495486 0.0 0.0 0.0
H 2.764830 -4.953919 6.321713 0.0 0.0 0.0
H 1.289520 -3.826698 4.753921 0.0 0.0 0.0
H 0.712771 -0.254821 6.148568 0.0 0.0 0.0
H -0.149888 -0.385668 8.410800 0.0 0.0 0.0
H -1.821092 -2.110324 9.037817 0.0 0.0 0.0
H -2.751270 -3.592795 7.295719 0.0 0.0 0.0
H -2.925412 -4.258202 4.967515 0.0 0.0 0.0
H -2.410026 -3.758286 2.597957 0.0 0.0 0.0
H -2.261566 -3.913465 -0.102318 0.0 0.0 0.0
H -1.460549 -5.948889 -1.266302 0.0 0.0 0.0
H 0.350673 -7.264677 -2.160014 0.0 0.0 0.0
H 1.307162 -7.646783 -0.734306 0.0 0.0 0.0
H 2.013544 -6.681907 -2.022348 0.0 0.0 0.0
H 2.553352 -5.020143 -0.129415 0.0 0.0 0.0
H 1.758509 -2.994848 1.047130 0.0 0.0 0.0
N 3.048366 -0.221731 -1.626940 -0.1 -0.2 0.0
C 2.927973 1.079533 -1.831465 0.1 0.0 -0.2
S 1.604861 2.005207 -1.245690 0.2 0.4 0.0
N 3.859597 1.740217 -2.531840 -0.1 -0.2 0.0
C 5.059656 1.164071 -3.069722 0.0 0.1 0.2
C 5.344093 1.317717 -4.417129 0.0 0.0 0.0
C 6.523359 0.791390 -4.925146 0.0 0.0 0.0
C 7.396291 0.102942 -4.096007 0.0 0.0 0.0
C 7.103233 -0.043817 -2.746782 0.0 0.0 0.0
C 5.940351 0.500546 -2.222844 0.0 0.0 -0.1
H 2.448137 -0.681467 -0.946501 0.1 0.2 -0.1
H 3.833677 -0.724713 -2.015788 0.0 0.0 0.0
H 3.621533 2.684108 -2.798697 0.0 0.0 0.0
H 4.652325 1.844857 -5.061930 0.0 0.0 0.0
H 6.756037 0.915271 -5.973657 0.0 0.0 0.0
H 8.308982 -0.313476 -4.499370 0.0 0.0 0.0
H 7.789727 -0.568928 -2.095456 0.0 0.0 0.0
H 5.718415 0.441204 -1.166321 0.0 0.0 0.0
Te -2.502171 -0.339245 -1.196633 0.1 0.1 0.2
C -2.008426 -1.833992 -2.528608 0.0 -0.1 0.0
C -2.924896 -2.693631 -3.076474 0.0 0.0 0.0
C -2.313818 -3.710842 -3.849430 0.0 0.0 0.0
C -0.953555 -3.607221 -3.862077 -0.1 0.0 0.0
S -0.400949 -2.293047 -2.931478 0.0 0.0 0.1
H -3.993432 -2.604596 -2.937964 0.0 0.0 0.0
H -2.854500 -4.478423 -4.381913 0.0 0.0 0.0
H -0.254421 -4.241412 -4.383771 0.0 0.0 0.0